Arrangement A

This record from the OMol25 dataset describes the molecule C4H12N2O2. The level of theory is ωB97M-V/def2-TZVPD.

Last column: Löwdin charge in e.
Cartesian coordinates (Å):
C  -0.19  -0.51  0.70  -0.201
N  -0.71  0.69  1.41  -0.055
C  -1.43  0.38  2.61  -0.321
O  -0.60  0.05  3.73  -0.057
C  0.81  -0.08  -0.42  -0.164
N  -0.02  -0.12  -1.66  -0.070
C  0.61  0.34  -2.84  -0.297
O  1.59  -0.65  -3.24  -0.074
H  0.35  -1.16  1.41  0.102
H  -1.07  -1.00  0.30  0.107
H  0.02  1.38  1.51  0.102
H  -2.27  -0.32  2.52  0.127
H  -1.95  1.30  2.90  0.112
H  -0.47  -0.90  3.65  0.064
H  1.07  0.96  -0.30  0.113
H  1.53  -0.90  -0.46  0.110
H  -0.49  -1.01  -1.70  0.105
H  1.03  1.34  -2.74  0.116
H  -0.13  0.47  -3.63  0.110
H  2.31  -0.27  -3.75  0.070

Properties
lowest unoccupied orbital energy: 0.92 eV
spin multiplicity: 1
SMILES: OCNCCNCO
HOMO-LUMO gap: 9.94 eV



Arrangement B

This record from the OMol25 dataset describes a structure of composition C4H12N2O2. The level of theory is ωB97M-V/def2-TZVPD.

Last column: Löwdin charge in e.
Cartesian coordinates (Å):
C  1.21  -2.03  0.19  -0.430
C  1.18  -1.87  1.70  -0.088
O  0.06  -2.27  -0.39  -0.141
H  -0.79  -1.37  -0.23  0.079
H  2.03  -2.66  -0.18  0.110
H  1.63  -0.76  -0.20  0.097
H  2.16  -1.62  2.09  0.070
H  0.45  -1.11  1.98  0.070
H  0.85  -2.82  2.14  0.078
C  -2.22  1.82  -0.51  0.008
N  0.09  0.97  -0.64  -0.028
C  -1.20  0.73  -0.47  -0.452
N  0.51  2.27  -1.01  0.024
O  -1.58  -0.43  -0.10  0.037
H  0.98  0.11  -0.44  0.141
H  1.29  2.53  -0.41  0.086
H  0.85  2.24  -1.97  0.089
H  -2.51  2.07  0.51  0.095
H  -1.89  2.72  -1.01  0.064
H  -3.10  1.48  -1.05  0.090

Properties
lowest unoccupied orbital energy: 0.74 eV
spin multiplicity: 1
HOMO-LUMO gap: 9.59 eV



It comes down to arrangement A, which is 123.1 kJ/mol more stable than the next structure.



Arrangement A

This record from the OMol25 dataset describes the molecule C3H6N4S. The level of theory is ωB97M-V/def2-TZVPD.

Last column: Mulliken spin population.
Cartesian coordinates (Å):
C  -2.36  -0.33  0.44  0.612
C  -0.03  0.47  0.11  -0.042
C  2.43  0.61  -0.07  -0.004
N  -1.16  -0.23  0.01  0.175
N  1.22  -1.57  0.14  0.747
N  1.20  -0.18  0.13  0.121
N  -3.57  -0.53  -0.11  0.024
S  -0.15  2.17  0.23  0.350
H  2.53  0.96  -1.16  0.011
H  2.34  1.63  0.41  0.002
H  3.39  -0.03  0.18  0.001
H  2.12  -1.88  0.26  -0.007
H  -4.27  -0.55  0.60  -0.021
H  -3.67  -0.54  -1.17  0.031

Properties
lowest unoccupied orbital energy (spin up / spin down): 0.79 / -1.33 eV
spin multiplicity: 3
⟨S²⟩: 2.0329
HOMO-LUMO gap (spin up / spin down): 8.50 / 6.93 eV



Arrangement B

This record from the OMol25 dataset describes the molecule C3H6N4S. The level of theory is ωB97M-V/def2-TZVPD.

Last column: Mulliken spin population.
Cartesian coordinates (Å):
C  -1.99  -0.63  0.03  0.635
C  0.39  0.30  -0.06  0.625
C  3.16  0.27  0.02  0.129
N  -2.37  0.54  0.04  0.299
N  -0.12  1.42  -0.02  0.203
N  -1.52  1.60  -0.11  0.044
N  -2.48  -1.86  0.02  0.050
S  1.63  -0.77  -0.09  0.014
H  3.68  0.22  -0.93  -0.002
H  3.78  -0.14  0.81  0.000
H  2.86  1.28  0.24  0.005
H  -1.79  2.38  0.48  -0.014
H  -1.83  -2.62  -0.07  0.015
H  -3.41  -2.02  -0.35  -0.001

Properties
lowest unoccupied orbital energy (spin up / spin down): 0.76 / -1.23 eV
spin multiplicity: 3
⟨S²⟩: 2.0098
HOMO-LUMO gap (spin up / spin down): 6.66 / 6.50 eV



It comes down to arrangement A, which is 179.0 kJ/mol more stable than the next structure.